No. 1
ORCA calculation (ωB97M-V/def2-TZVPD) on C22H37NO4S3SbSn as an isolated structure in a non-equilibrium geometry.

Geometry as XYZ:
```
69
Properties=species:S:1:pos:R:3
Sb -1.847 1.978 -0.875
Sn 1.240 -1.050 2.368
S 3.632 -0.447 3.764
S 1.424 -3.128 4.106
S 3.070 -2.582 1.179
O -1.647 -4.882 -2.673
O -1.530 -4.660 -4.821
O 0.465 -1.397 0.071
O -0.409 0.611 -0.297
N -1.437 -4.252 -3.690
C 2.441 -4.366 3.253
C -4.869 1.487 -0.849
C 4.480 -1.432 1.221
C -0.582 -0.683 -4.447
C -0.081 -0.596 -0.703
C -1.380 3.135 0.887
C 2.445 -2.419 5.435
C -1.309 3.050 -2.796
C -2.436 4.039 -3.003
C 4.943 -0.935 2.591
C 3.579 -3.859 2.380
C -2.267 4.381 0.932
C 3.753 -1.735 5.067
C 0.106 3.459 0.991
C -1.031 -2.833 -3.518
C -0.745 -2.390 -2.247
C -0.951 -2.011 -4.626
C -0.321 -0.205 -3.173
C -0.405 -1.053 -2.072
C 0.071 3.629 -2.602
C -3.466 -0.630 -0.523
C -3.638 0.846 -0.230
H 2.647 -3.234 6.133
H 2.830 -5.042 4.016
H -3.417 3.567 -3.076
H 5.571 -1.663 3.100
H 0.418 3.969 -3.584
H -4.298 -1.163 -0.050
H -1.673 2.431 1.669
H -2.458 4.819 -2.239
H 0.057 4.499 -1.946
H -5.750 1.062 -0.360
H -3.511 -0.845 -1.591
H -3.553 1.070 0.834
H -2.547 -1.045 -0.109
H -2.148 4.872 1.899
H 1.760 -1.731 5.935
H -0.803 -3.074 -1.413
H 4.404 -3.463 2.962
H -1.157 -2.419 -5.606
H -0.487 -0.035 -5.309
H -4.918 2.567 -0.700
H -1.349 2.215 -3.485
H 4.168 -0.608 0.579
H 5.309 -1.935 0.721
H 1.711 -4.921 2.664
H 0.028 0.808 -3.039
H -4.954 1.265 -1.914
H 0.805 2.909 -2.238
H 4.128 -1.220 5.951
H 0.730 2.571 0.908
H -1.983 5.103 0.164
H -3.330 4.152 0.820
H 0.296 3.921 1.963
H 5.553 -0.045 2.439
H 0.418 4.173 0.228
H -2.255 4.539 -3.961
H 3.952 -4.689 1.779
H 4.511 -2.448 4.755
```

Properties
- HOMO-LUMO gap: 8.2738 eV
- Charge: +3
- Highest occupied orbital energy: -17.3 eV
- LUMO energy: -9.053 eV

natural (NBO) atomic charge list, values in e, 6 entries: 1.91, 1.08, 0.25, 0.30, 0.31, -0.36

No. 2
ORCA calculation (ωB97M-V/def2-TZVPD) on C2H2O2Tm as an isolated structure in a non-equilibrium geometry.

Geometry as XYZ:
```
7
Properties=species:S:1:pos:R:3
Tm -1.073 -1.245 1.883
O 0.100 1.618 0.317
O 0.168 -0.178 -2.103
C 0.103 0.214 0.276
C 0.269 -0.442 -0.882
H -0.330 -1.818 -0.474
H 0.764 1.851 0.982
```

Properties
- Spin multiplicity: 4
- HOMO-LUMO gap (spin up / spin down): 6.0491 / 6.1341 eV
- Highest occupied orbital energy (spin up / spin down): -6.1 / -7.5 eV
- LUMO energy (spin up / spin down): -0.041 / -1.360 eV

natural (NBO) atomic charge list, values in e, 6 entries: 0.83, -0.72, -0.46, -0.28, 0.29, -0.16

| no. | total energy (Eh) |
| --- | --- |
| 1 | -2864.2871 |
| 2 | -1312.8070 |